Here is one molecule with the formula C6H12O from OMol25. Energies are from wB97M-V/def2-TZVPD.

Positions of all 19 atoms, in Å:
C: 2.240 0.250 0.203
C: 0.825 -0.127 -0.320
C: 0.741 -1.579 -0.835
C: -0.180 0.030 0.817
O: -0.494 1.338 1.271
C: -1.574 0.519 0.831
C: -2.370 0.983 -0.358
H: 2.965 0.428 -0.608
H: 2.194 1.187 0.776
H: 2.640 -0.543 0.839
H: 0.716 0.628 -1.099
H: 1.043 -2.257 -0.024
H: 1.411 -1.759 -1.681
H: -0.266 -1.901 -1.142
H: 0.051 -0.672 1.628
H: -2.195 0.170 1.667
H: -1.711 1.268 -1.181
H: -2.989 1.849 -0.088
H: -3.046 0.190 -0.697

Computed properties:
LUMO level ... 1.114 eV
HOMO-LUMO gap ... 0.4056 hartree
HOMO energy ... -9.92 eV
2S+1 ... 1
Structure (SMILES) ... CC(C)[C@H]1O[C@H]1C